Entry from the Open Molecules 2025 dataset: a 16-piece molecular cluster, C26H84O23 overall (the ωB97M-V functional and the def2-TZVPD basis).

XYZ file:
```
133
Properties=species:S:1:pos:R:3:forces:R:3:mulliken_charge:R:1
O -2.155535 -0.206196 4.103665 -0.4 0.3 0.4 -0.6131
H -2.236684 -0.023789 5.051863 0.1 -0.1 -0.3 0.2670
H -2.533755 0.604310 3.659049 0.2 -0.3 -0.1 0.5395
O -3.025173 -2.621303 0.252778 -0.6 -0.3 -0.4 -0.7222
H -3.321975 -1.981552 0.907886 -0.4 0.0 0.4 0.3708
H -2.111161 -2.356178 0.107538 0.9 0.2 -0.3 0.7292
O -2.086141 3.853283 -1.465197 0.5 -0.6 -0.3 -0.7506
H -1.666890 3.324042 -2.201064 -0.1 0.1 0.3 0.4057
H -2.373282 4.653772 -1.897704 -0.2 0.5 -0.2 0.2639
O -0.670803 2.412691 -3.420073 -0.6 -0.3 0.2 -0.7769
H -0.907194 1.464643 -3.535728 0.8 1.0 0.3 0.1238
H 0.252278 2.591789 -3.095427 -0.3 -0.5 -0.4 0.5099
O -0.305018 -1.632926 2.580865 -0.6 -1.6 0.1 -0.6147
H -0.779471 -2.515829 2.559859 0.7 0.6 -0.2 0.2239
H -0.894200 -1.166526 3.183325 -0.3 0.8 0.4 0.1039
C 2.745431 -5.654025 -0.196896 0.1 0.7 0.2 -1.4761
C 3.176202 -4.170988 -0.151881 1.7 -1.5 -0.9 0.8492
C 2.337810 -3.344827 0.708548 -1.0 1.2 1.0 -0.3086
O 4.613304 -4.123649 0.109184 -0.9 0.5 -0.4 -0.5672
H 2.748969 -6.051117 0.839503 0.1 0.0 -0.6 0.3550
H 3.479716 -6.149821 -0.829204 -0.1 -0.4 0.2 0.3910
H 1.745039 -5.789134 -0.627171 0.2 0.1 0.2 0.3421
H 3.127435 -3.739706 -1.150463 -0.1 -0.2 -0.3 -0.3511
H 1.337418 -3.520198 0.335923 -0.5 0.4 -0.2 0.2196
H 2.568662 -2.259309 0.605195 -0.1 -0.8 0.4 -0.3549
H 2.250671 -3.659716 1.758154 0.6 0.2 -0.1 0.4627
H 4.781087 -4.543686 0.946378 0.1 -0.2 0.6 0.3627
C -4.862294 1.681323 -1.800452 -1.4 0.8 -1.1 -0.9825
C -5.138016 2.140360 -0.388860 -1.3 -1.2 0.5 0.5548
C -5.772128 0.961550 0.383435 1.0 0.4 0.8 -1.1872
O -3.919795 2.523599 0.222507 0.2 0.1 0.1 -0.3375
H -5.785552 1.192707 -2.249430 1.3 0.5 0.5 0.3860
H -4.030364 0.992400 -1.775859 0.1 -0.4 -0.2 0.0729
H -4.601710 2.557280 -2.433942 0.0 -0.6 0.2 0.3300
H -5.835174 2.982923 -0.287134 0.0 0.0 -0.5 0.1885
H -5.068275 0.109854 0.329099 -0.4 0.2 0.1 0.0748
H -6.746162 0.640057 -0.001445 0.3 0.3 -0.1 0.4775
H -5.882670 1.260561 1.446527 0.0 -0.3 -0.5 0.2750
H -3.463337 3.028750 -0.472724 0.5 0.0 0.4 0.1848
C 0.190338 -1.410294 -4.342729 0.6 0.3 -0.1 0.0947
C 1.602776 -1.535040 -5.020479 -2.2 -0.3 0.8 0.0925
C 2.662374 -1.690892 -3.970612 0.6 2.6 -0.7 -0.5763
O 1.591587 -2.647409 -5.883871 0.2 -0.4 -1.2 -0.6252
H -0.123071 -0.373859 -4.238648 0.5 0.4 0.6 -0.2527
H 0.185335 -1.922923 -3.346845 -0.3 0.3 -1.0 -0.0358
H -0.589803 -1.734771 -5.023040 0.1 -0.8 0.0 0.4286
H 1.767192 -0.667494 -5.690752 0.1 -0.4 0.5 0.3381
H 2.863411 -0.687708 -3.508674 -0.4 -1.0 0.1 -0.2723
H 3.542385 -1.874168 -4.539596 1.1 -0.6 -0.1 0.5765
H 2.467813 -2.449384 -3.250420 -0.2 -0.6 0.6 0.1886
H 1.586546 -3.511663 -5.458185 -0.1 0.4 0.5 0.3638
C -1.175390 0.721941 0.391875 -1.0 -0.7 0.9 1.0148
C -0.505468 -0.181619 -0.581380 -0.7 0.2 -0.9 0.2872
C 0.935569 0.093070 -0.758068 2.2 -1.2 -0.5 1.0636
O -0.589113 -1.488970 -0.058460 -0.6 -0.8 -1.6 -0.7394
H -0.620843 0.694267 1.327071 0.1 0.3 0.2 -0.4799
H -2.163290 0.263529 0.606715 0.3 0.4 -0.1 -0.5493
H -1.342582 1.715729 0.047482 0.1 0.9 -0.3 0.4583
H -1.088115 -0.114242 -1.524210 0.4 -0.5 0.2 0.1574
H 1.443474 -0.686119 -1.422933 -0.8 1.0 0.8 -0.2637
H 1.419123 0.016063 0.225177 0.0 -0.2 0.0 -0.5993
H 1.242869 1.057700 -1.094109 -0.2 1.0 -0.5 -0.2377
H -0.294049 -1.405975 0.841406 0.3 -0.3 1.3 0.1411
C -3.975069 -3.080477 -2.938448 -1.1 0.4 0.0 -0.5856
C -2.586291 -3.136679 -3.526938 0.3 0.3 -1.0 0.4016
O -2.047740 -4.408729 -3.920167 -0.6 0.3 0.3 -0.5435
O -4.225097 -1.780314 -2.289754 0.6 -1.7 -1.1 -0.4258
H -4.110458 -3.899441 -2.224299 -0.2 0.1 0.0 0.3033
H -4.716346 -3.158498 -3.763533 0.3 -0.1 0.6 0.3442
H -1.859603 -2.833441 -2.789825 0.1 0.7 0.2 -0.1941
H -2.644803 -2.447638 -4.401998 0.6 -0.2 0.6 0.1611
H -2.667338 -4.859464 -4.493190 -0.2 -0.1 -0.2 0.2955
H -3.685702 -1.901333 -1.502164 -0.1 0.4 0.8 0.2433
C 5.582838 -0.786985 1.318435 -2.1 -0.5 -0.2 -0.2777
C 4.842210 -0.127599 0.124218 0.6 2.0 2.5 0.5851
O 5.797989 0.723519 -0.502582 0.5 0.5 -1.0 -0.7235
O 6.077198 0.238473 2.140368 1.9 0.0 -0.5 -0.6792
H 6.352896 -1.425021 0.826174 -0.1 0.5 1.0 0.3619
H 4.864763 -1.347970 1.982682 0.6 -0.2 -1.2 0.1640
H 4.030501 0.565435 0.475872 0.2 -1.2 -0.2 -0.6992
H 4.549148 -0.823676 -0.589261 -0.8 -1.3 -1.2 0.4821
H 6.303914 1.194050 0.179653 -0.2 -0.3 0.2 0.4016
H 5.354900 0.564514 2.662442 -0.8 0.5 0.3 0.3612
C 2.935200 2.531302 -3.288117 -1.3 0.3 -0.8 0.2444
C 4.304917 3.078288 -3.008698 0.7 -1.1 0.5 -0.8939
O 4.638559 2.885298 -1.645911 0.8 -0.7 0.6 -0.5648
O 1.812226 3.326230 -2.784529 0.7 -0.4 0.4 -0.7326
H 2.804630 1.470138 -2.999365 0.4 0.5 0.4 -0.1829
H 2.839646 2.505156 -4.392383 -0.4 0.3 0.5 0.4251
H 4.462797 4.130249 -3.274714 -0.4 -0.2 0.1 0.2718
H 5.022157 2.494912 -3.599736 -0.1 0.1 -0.2 0.4570
H 5.070630 1.975360 -1.427931 -0.6 1.4 -0.3 0.3538
H 1.772985 3.467453 -1.797204 0.4 -0.3 -1.1 0.2281
C -2.614788 4.222939 3.797856 0.0 -2.3 -0.4 -0.8717
C -1.965604 2.953714 3.140161 0.3 1.1 -0.4 0.6421
O -2.956753 1.959215 2.847169 0.3 0.4 0.4 -0.7275
O -3.150921 3.772600 5.053571 0.5 0.9 -0.2 -0.5717
H -3.399275 4.510510 3.096019 -0.1 0.4 0.2 0.3295
H -1.895504 5.033331 3.942306 -0.1 -0.2 0.1 0.3649
H -1.252757 2.519785 3.858107 -0.1 0.1 -0.3 0.2450
H -1.448077 3.240193 2.189840 -0.2 -0.2 0.8 -0.1313
H -3.119508 1.963215 1.892206 -0.4 0.1 -0.2 -0.0764
H -4.047373 3.491642 4.898129 -0.4 -0.2 -0.1 0.3361
C 2.476965 4.381037 0.909151 0.5 -0.9 -0.1 -0.9227
C 0.976052 4.293216 0.850967 0.5 -1.2 0.9 0.9486
O 0.625649 4.462578 -0.472104 -1.3 0.0 -1.3 -0.6620
O 3.053685 3.129061 0.354962 -1.1 1.6 0.5 -0.2898
H 2.790741 4.455537 1.960750 0.2 0.0 -0.4 0.4245
H 2.758657 5.283348 0.348688 0.4 -0.4 0.1 0.3913
H 0.483853 5.023508 1.495698 0.1 0.1 0.2 0.3886
H 0.731666 3.262617 1.191232 -0.2 0.5 0.0 -0.6569
H -0.335810 4.286981 -0.579240 0.6 0.1 -0.2 0.3339
H 3.543099 3.227520 -0.502090 0.2 0.1 0.4 0.2432
C -4.374499 -3.252180 3.300564 1.5 1.0 -0.7 -0.7032
C -3.034658 -3.883348 3.551255 0.0 -0.5 1.1 -0.4485
O -2.160215 -3.942202 2.468152 0.4 -0.3 -0.1 -0.5960
O -4.195246 -1.953224 2.730422 -0.1 0.7 1.2 -0.4106
H -4.883253 -3.277153 4.242674 -0.7 0.3 0.5 0.4104
H -4.927514 -3.731236 2.538635 -0.7 -1.1 -0.6 0.3542
H -3.248906 -4.847586 4.006952 0.1 -0.7 -0.3 0.3837
H -2.491716 -3.388535 4.354097 -0.1 0.6 0.2 0.2898
H -2.674399 -3.865016 1.655930 0.1 0.2 -0.5 0.3855
H -3.782930 -1.418491 3.437215 0.1 0.1 -0.6 0.2338
C 2.266635 0.418590 4.056981 1.5 0.5 -1.3 -0.9075
C 2.279598 1.689189 3.116759 0.5 -0.3 2.3 1.1352
O 3.606575 1.793540 2.603339 -0.9 0.1 -0.6 -0.5368
O 2.251928 -0.750231 3.259041 0.0 -0.2 -0.2 -0.2765
H 1.498522 0.349260 4.825479 -0.1 0.5 0.1 0.3611
H 3.307130 0.430087 4.488521 -1.2 0.0 0.1 0.2538
H 2.028549 2.618107 3.687724 0.1 -0.5 -0.2 0.2418
H 1.543820 1.587728 2.344905 -0.4 -0.3 -0.7 -0.7557
H 3.487211 2.159082 1.689933 0.5 0.0 0.5 0.2997
H 1.347387 -0.987227 2.981606 0.3 0.0 0.2 0.3711
```
Positions in Å, forces in eV/Å.


Entry from the Open Molecules 2025 dataset: O4RbS as an isolated structure (the ωB97M-V functional and the def2-TZVPD basis).

XYZ file:
```
6
Properties=species:S:1:pos:R:3:forces:R:3:mulliken_charge:R:1
Rb 0.254694 -3.253896 1.051065 0.0 1.6 -0.5 0.9498
S -0.068164 0.671864 -0.211592 0.4 1.2 -1.5 1.0665
O 0.664181 -0.478094 0.378432 1.1 -2.5 1.3 -0.7692
O -1.283338 0.882367 0.568059 -1.3 0.0 0.6 -0.7327
O 0.787948 1.878670 -0.165569 0.0 -0.2 0.1 -0.7602
O -0.355321 0.299088 -1.620395 -0.3 0.0 -0.1 -0.7542
```
Positions in Å, forces in eV/Å.

The charge is -1. For the energy above the lowest of the compared OMol25 structures with the same formula, charge and spin, the calculation gives 125.6 kJ/mol.


Entry from the Open Molecules 2025 dataset: one molecule with the formula C23H28N2O4 (the ωB97M-V functional and the def2-TZVPD basis).

XYZ file:
```
57
Properties=species:S:1:pos:R:3:forces:R:3:mulliken_charge:R:1
C 3.540910 -2.881389 -0.602284 1.9 1.9 0.5 -0.5520
O 2.691311 -3.314998 -1.632457 9.1 -4.2 2.0 -0.4500
C 1.574134 -2.875841 -1.826718 -2.2 -0.1 -2.1 0.7163
C 0.979602 -3.514201 -2.804659 -10.5 4.0 -2.0 -0.3327
C -0.480451 -3.158892 -3.056541 0.7 -0.5 -0.9 0.0534
O -1.432928 -3.720545 -4.111005 0.9 7.6 6.4 -0.3834
C -0.923964 -4.656058 -4.831526 3.5 -0.9 -2.0 -0.9430
C -1.013829 -2.137426 -2.284163 -2.5 2.9 -3.8 -0.3601
C -0.155965 -1.308749 -1.563946 -2.4 -2.0 1.0 -0.2164
C -0.871526 -0.135643 -0.874914 6.4 2.2 -1.9 0.3125
O -0.378736 0.973230 -1.238112 -2.5 -1.2 0.6 -0.6100
N -1.363005 -0.349200 0.327342 -6.3 -2.4 3.3 0.0805
C -1.906781 -1.631453 0.853917 13.9 0.5 0.5 -1.5159
C -0.995556 -1.965003 2.194459 1.8 4.2 -1.7 -0.8107
C -0.572667 -0.328415 2.641380 -0.8 -9.6 7.3 1.4614
C 0.666992 -0.101188 2.037155 5.4 -2.7 -2.7 -0.5380
O 1.711830 -0.856881 1.660431 -4.6 1.6 2.2 -0.7594
N 0.763038 1.132548 1.772578 1.5 7.3 -1.6 0.7488
C 1.855375 1.702395 1.030861 4.4 3.4 -1.8 -0.3531
C 2.248407 3.282550 1.338834 -7.2 -3.0 -17.7 -2.0706
C 0.673087 4.056352 0.849288 7.9 -2.9 11.8 0.8681
C 0.285824 3.988159 -0.304593 -8.1 4.0 -0.7 -1.0471
C -0.954971 4.609376 -0.527274 -0.3 0.1 -8.5 -0.2805
C -1.816330 5.046730 0.342371 -2.2 1.0 3.4 -0.6757
C -1.219035 4.868804 1.658520 -9.6 3.0 3.0 -0.1351
C -0.105809 4.370815 1.997152 6.5 -1.9 1.2 -0.3352
C -1.751668 0.483905 2.755572 4.0 -0.2 -9.8 -2.7286
C -2.255144 0.534896 1.129797 17.3 4.3 1.9 -1.1072
C 1.103703 -1.812741 -1.283196 -1.4 7.9 6.0 0.5629
H 3.894941 -1.751579 -0.911391 -0.8 -2.5 1.2 0.2340
H 2.914069 -2.859877 0.399860 1.9 -0.1 -1.7 0.2430
H 4.573847 -3.537170 -0.648400 -3.1 1.4 0.4 0.2157
H 1.132082 -4.373871 -3.153824 2.7 -6.7 -2.9 0.7539
H -0.022370 -4.417453 -5.413526 -0.3 0.1 -0.3 0.2720
H -0.705599 -5.352366 -4.149025 1.6 -4.0 1.9 0.4390
H -1.738883 -4.961728 -5.317564 -2.6 -1.8 -3.2 0.4115
H -1.999336 -1.499108 -2.762015 2.3 -2.5 1.6 0.1134
H -2.780664 -1.663390 1.059792 -11.0 0.0 2.1 1.0921
H -1.533005 -2.382230 0.319346 0.4 -3.2 -3.0 0.3471
H 0.051610 -2.427810 2.028402 -2.0 0.6 -0.3 0.3267
H -1.504471 -2.493694 2.943026 -0.9 -0.5 1.1 0.4958
H -0.220553 -0.571929 3.886266 -0.7 0.6 -3.2 0.3913
H 0.028674 1.905182 1.878978 1.1 -2.1 0.1 -0.3945
H 2.955409 1.442527 0.991696 -1.5 -1.8 1.5 0.3236
H 1.767785 1.711766 -0.056859 -1.2 -0.3 0.0 0.3947
H 2.831406 3.719262 0.538778 1.0 -0.3 0.7 0.4472
H 2.257220 3.402198 2.186323 1.5 2.9 15.7 0.9912
H 0.771446 3.710302 -1.021520 5.4 -3.3 -8.0 1.0998
H -1.171180 4.817040 -1.732034 0.2 -0.9 3.1 0.1017
H -2.931861 5.453286 0.159685 3.1 -0.9 0.5 0.2681
H -1.912017 5.089684 2.587893 1.0 -0.1 -1.9 0.1944
H 0.394210 4.195007 3.065844 -1.7 0.7 -2.4 0.2222
H -1.486494 1.403989 2.935003 0.7 5.1 1.6 0.8919
H -2.506268 0.173758 3.190022 -6.5 -3.4 5.1 0.6655
H -3.122235 0.706588 0.966554 -10.9 1.3 -2.6 1.4910
H -1.512577 1.553821 0.764593 -3.2 -1.7 1.0 -0.1230
H 1.678964 -1.293342 -0.384171 -1.1 -1.0 -2.2 -0.5084
```
Positions in Å, forces in eV/Å.

For the energy above the lowest of the compared OMol25 structures with the same formula, charge and spin, the calculation gives 2289.6 kJ/mol. As for the SMILES: COc1cc(OC)cc(C(=O)N2CCC(C(=O)NCCc3ccccc3)CC2)c1.


Entry from the Open Molecules 2025 dataset: C17H18F2N5O4SV as an isolated structure (the ωB97M-V functional and the def2-TZVPD basis).

XYZ file:
```
48
Properties=species:S:1:pos:R:3:forces:R:3:mulliken_charge:R:1
V 0.089514 0.106172 -0.190822 3.2 -1.7 -1.9 -0.5920
O -1.412266 1.957351 1.979746 0.0 0.0 -0.1 -0.4958
S -1.766241 1.331561 0.770202 -1.4 0.4 1.0 1.0998
O -2.990255 1.484091 0.096160 0.0 0.0 -0.1 -0.5098
O -1.347254 -0.212016 0.840673 -1.0 0.5 0.8 -0.4958
O -0.551664 1.651448 -0.318228 -0.4 0.9 -0.1 -0.5025
F 3.792967 1.590386 -3.441370 0.0 0.0 0.0 -0.2806
C 3.527657 0.957782 -2.312222 0.1 0.0 -0.1 -0.2217
C 2.202295 0.774057 -1.951341 -0.3 0.0 0.1 -0.0878
C 1.959605 0.100817 -0.752683 0.0 0.2 0.2 1.0100
C 2.984918 -0.297147 0.101889 -0.2 -0.1 0.1 -0.4225
C 4.284029 -0.122001 -0.325641 0.3 0.0 0.0 0.6138
F 5.294050 -0.506192 0.443712 0.0 0.0 0.0 -0.2736
C 4.573061 0.492085 -1.536335 0.1 0.0 0.0 -0.7312
C 2.500485 -0.679219 1.423792 -0.3 0.1 -0.1 0.5148
C 3.251173 -1.062665 2.507594 0.1 -0.1 0.1 -0.8353
C 2.619431 -1.278235 3.727668 0.1 0.0 0.1 -0.4128
C 1.250267 -1.110735 3.828316 0.0 0.0 0.1 -0.9646
C 0.540851 -0.740964 2.708718 0.2 0.0 -0.3 -0.1205
N 1.142018 -0.525851 1.513163 -0.2 0.0 0.2 0.9331
H 1.435053 1.182920 -2.597844 0.0 0.0 0.0 0.7813
H 5.599948 0.639717 -1.847698 0.0 0.0 0.0 0.5494
H 4.318688 -1.177933 2.407238 0.0 0.0 0.0 0.5793
H 3.202266 -1.565906 4.593219 0.0 0.0 0.0 0.4857
H 0.725242 -1.261181 4.760974 0.0 0.0 0.0 0.4529
H -0.525515 -0.614271 2.762477 -0.1 0.0 0.0 0.6341
C -0.549676 -2.548203 -0.875942 -0.2 -0.1 0.0 -0.5801
N -1.159714 -3.506884 -1.729859 0.1 0.2 -0.2 0.1678
C -2.535020 -3.102634 -2.072178 0.1 0.0 0.0 -0.7675
N -2.525783 -1.835653 -2.815219 0.3 -0.1 0.0 0.1743
C -1.990019 -0.798703 -2.013867 -0.2 -0.2 0.0 -0.6668
N -0.502647 -1.134469 -1.566115 -0.4 0.0 -0.2 1.0937
C 0.268443 -1.367309 -2.936869 -0.1 -0.1 0.0 -0.8620
N -0.360506 -2.374834 -3.695434 -0.2 0.0 0.2 0.2316
C -0.378800 -3.649307 -2.966655 0.0 0.0 0.0 -0.6679
C -1.739012 -1.995714 -4.042828 0.0 0.0 0.0 -0.6669
H 0.476347 -2.834139 -0.645794 0.1 0.1 0.0 0.2919
H -1.131099 -2.445087 0.037723 -0.1 0.1 0.1 0.2550
H -3.125507 -2.994656 -1.163358 0.0 0.0 0.0 0.3421
H -2.982411 -3.875898 -2.691107 0.0 0.0 0.0 0.3331
H -2.584985 -0.684250 -1.114493 0.0 0.0 0.2 0.4128
H -1.950802 0.143912 -2.557093 0.1 0.0 0.0 0.2392
H 1.284500 -1.643383 -2.671155 0.1 0.0 0.1 0.3406
H 0.247973 -0.420108 -3.466644 0.0 0.1 0.0 0.2699
H 0.639577 -3.955156 -2.728823 0.0 0.0 0.0 0.3458
H -0.837937 -4.412089 -3.590400 0.0 0.0 0.0 0.3254
H -2.181210 -2.778059 -4.654586 0.0 0.0 0.0 0.3302
H -1.736815 -1.064674 -4.607540 0.0 0.0 0.0 0.3503
```
Positions in Å, forces in eV/Å.

The charge is +2. For the energy above the lowest of the compared OMol25 structures with the same formula, charge and spin, the calculation gives 44.6 kJ/mol.


Number 1: HOMO level -0.3506 hartree, LUMO level 0.3 eV, HOMO-LUMO gap 9.82 eV. Number 2: HOMO level -0.0849 hartree, LUMO level 0.9 eV, HOMO-LUMO gap 3.21 eV. Number 3: HOMO level -0.3059 hartree, LUMO level 0.5 eV, HOMO-LUMO gap 8.79 eV. Number 4: HOMO level -0.5782 hartree, LUMO level -9.9 eV, HOMO-LUMO gap 5.85 eV.